# 1
The following is a quantum chemistry calculation of a cluster of 2 separate species, C3H12N2OS in total in a non-equilibrium geometry, from the Open Molecules 2025 dataset.

Structure (XYZ):
```
19
Properties=species:S:1:pos:R:3:mulliken_charge:R:1
N 0.017 -0.748 -1.321 -0.6546
C 0.755 -0.276 -0.164 0.5435
C 2.216 0.043 -0.574 -1.0214
S 3.009 -1.475 -1.269 -0.2391
C 0.090 0.983 0.329 -0.7756
N -1.245 0.676 0.897 -0.5049
H 0.483 -1.487 -1.797 0.2316
H -0.917 -1.031 -1.052 0.2264
H 0.896 -0.987 0.656 0.0794
H 2.316 0.834 -1.305 0.3730
H 2.775 0.264 0.325 0.4231
H 3.922 -1.677 -0.309 0.1271
H 0.020 1.714 -0.477 0.3447
H 0.658 1.487 1.122 0.3389
H -1.179 -0.138 1.503 0.2752
H -1.548 1.438 1.485 0.2390
H -3.494 0.154 1.143 0.3381
H -4.407 -0.166 0.004 0.3150
O -4.367 0.392 0.807 -0.6595
```

energy = -704.42238 Ha
highest occupied orbital energy = -9.22 eV
orbital gap = 9.9 eV
SMILES = NC[C@@H](N)CS.O
energy relative to the best compared isomer or geometry (same formula, charge and spin) = 0.432 eV



# 2
The following is a quantum chemistry calculation of a cluster of 2 separate species, C3H12N2OS in total in a non-equilibrium geometry, from the Open Molecules 2025 dataset.

Structure (XYZ):
```
19
Properties=species:S:1:pos:R:3:mulliken_charge:R:1
N -1.464 0.040 1.474 -0.5297
C -0.680 0.461 0.340 0.0373
C -0.986 -0.139 -1.058 -0.5310
S -0.610 -1.945 -0.980 -0.2499
C -0.552 1.995 0.326 -0.8641
N -0.313 2.602 1.664 -0.6493
H -1.169 -0.761 2.008 0.2515
H 0.292 -2.258 -0.029 0.0934
H -2.387 -0.208 1.127 0.2325
H 0.366 0.183 0.551 0.2658
H -0.270 0.231 -1.802 0.3322
H -2.022 -0.074 -1.380 0.3877
H 0.080 2.475 -0.422 0.4204
H -1.606 2.348 0.231 0.3176
H -0.796 2.101 2.395 0.2730
H 0.672 2.536 1.907 0.2121
H 3.603 -2.688 -1.558 0.3124
H 4.338 -3.474 -2.624 0.3111
O 3.504 -3.424 -2.172 -0.6231
```

energy = -704.39785 Ha
highest occupied orbital energy = -8.98 eV
orbital gap = 9.6 eV
SMILES = NC[C@@H](N)CS.O
energy relative to the best compared isomer or geometry (same formula, charge and spin) = 1.099 eV



# 3
The following is a quantum chemistry calculation of a cluster of 2 separate species, C3H12N4 in total in a non-equilibrium geometry, from the Open Molecules 2025 dataset.

Structure (XYZ):
```
19
Properties=species:S:1:pos:R:3:mulliken_charge:R:1
C -0.689 0.730 -0.080 1.1452
C 0.542 1.054 -0.801 -1.3105
C -0.725 0.697 1.425 -1.3275
N 1.855 -1.711 -0.311 -0.1490
N -1.814 0.327 -0.715 0.2668
N 3.025 -1.450 -0.006 0.1052
N -2.907 -0.099 -0.084 -0.6220
H 1.253 0.041 -0.943 0.0544
H 1.254 1.694 -0.386 0.4822
H 0.307 1.320 -1.727 0.4605
H -1.183 1.594 1.820 0.4255
H 0.413 0.743 1.747 0.2338
H -1.171 -0.176 1.999 0.4630
H 1.620 -2.473 -0.950 0.2859
H -1.901 0.560 -1.683 0.2687
H 3.828 -1.758 -0.525 0.3127
H 3.011 -0.633 0.669 0.3571
H -3.916 -0.146 -0.449 0.2977
H -2.804 -0.316 0.999 0.2506
```

energy = -339.71612 Ha
highest occupied orbital energy = -16.91 eV
orbital gap = 6.2 eV
energy relative to the best compared isomer or geometry (same formula, charge and spin) = 5.880 eV
charge = +2